No. 1
Entry from the Open Molecules 2025 dataset: the molecule CH2N2S2 at a distorted geometry (wB97M-V/def2-TZVPD).

The geometry in ORCA input format:
```
! wB97M-V def2-TZVPD RIJCOSX def2/J DEFGRID3
* xyz 0 1
H 0.03663 -0.12009 0.85098
N 1.60385 0.84145 -0.26893
H -0.32479 0.26305 -0.75917
C 0.49441 0.23818 -0.05430
S 4.16114 0.46008 0.03258
N 2.68841 1.09620 0.15884
S 4.29483 -1.25781 -0.89243
*
```

Results
E: -25716.8263 eV
ΔE to the lowest compared entry with this formula, charge and spin: 55.0 kcal per mole
E_HOMO (spin up / spin down): -8.251 / -8.251 eV
Strongest force on any atom: 5.1 eV Å⁻¹

Atom-resolved charges from Mulliken, all expressed in e: 0.2745 0.0895 0.2262 -0.2096 0.2170 -0.2876 -0.3100

=====

No. 2
Entry from the Open Molecules 2025 dataset: a 3-piece molecular cluster, C22H55N3O9P3 overall at a distorted geometry (wB97M-V/def2-TZVPD).

The geometry in ORCA input format:
```
! wB97M-V def2-TZVPD RIJCOSX def2/J DEFGRID3
* xyz 1 1
H 6.37666 -7.15563 -4.51375
H 5.75261 0.42207 -0.18266
C 2.52845 -0.65239 -1.82692
H 0.62297 5.42761 1.14806
H -1.35073 2.75370 1.02773
H -8.17812 1.63848 4.01237
C 2.20646 -8.35116 -5.11076
H 0.82494 3.25231 0.22792
H 2.64679 -8.77025 -6.01689
H -3.71979 0.90444 4.65066
H 0.34436 1.42119 -0.70644
H 2.30136 6.25732 3.79146
H -6.39359 3.42766 0.10051
C 3.73947 -3.14989 -5.22851
H -9.54231 2.24432 4.94638
H 1.69240 2.61758 1.63813
O 5.60784 -5.39905 -3.66360
H 3.65288 0.84565 0.61258
C -4.93797 1.01967 6.43481
H 0.03040 -0.18190 -2.68384
H 7.51150 -6.04170 -3.81753
C -1.01941 0.28083 0.60282
H 2.86251 -7.76413 -3.13698
H 1.91373 -0.88865 -3.72339
C -0.53932 2.58595 1.75037
H -0.54250 -1.39311 -1.50675
H 1.01891 7.06974 2.89386
H 1.51414 -0.94444 -0.15655
C -5.47951 3.82811 0.54243
H -0.83350 0.63556 2.70822
C 0.06319 -0.48631 -1.63254
O -3.98577 3.20044 3.32516
H -0.78960 -0.80045 0.71338
O 4.09094 -4.52194 -5.31904
P -5.28895 3.19948 4.07671
H -5.03134 -0.27029 4.72186
O 4.27641 1.63065 -1.59599
H -8.31173 4.13759 5.74201
C -0.35437 1.01196 1.78968
H 2.73543 -3.05180 -4.79772
H -1.31946 1.17919 -1.35183
H 3.62755 -1.53427 -0.40308
C -5.79587 4.55492 1.83396
C 1.20974 6.32553 3.68554
H -4.62377 2.03492 6.69572
H 2.25801 0.65767 -3.31200
H -5.01183 4.50160 -0.17858
O -6.26204 3.62543 2.81590
N 2.55408 -0.31198 -3.17849
N 3.75585 -0.90419 -1.20263
C -8.45319 2.18392 4.91461
H -5.98364 0.92268 6.72567
O 2.49903 -5.44735 -3.72241
P 3.98584 -5.44576 -3.96220
H 3.93762 -8.88614 -3.95850
H -0.49245 5.10755 3.26199
C -0.49273 0.71414 -0.79946
C 6.89639 -5.47508 -5.77259
C 0.60025 4.95445 3.27586
H 2.14232 4.83541 1.79598
H -8.10671 1.61163 5.77484
H -4.81332 2.98197 0.71511
H 0.84721 4.15461 3.98659
C -7.86491 3.57816 4.91683
H 1.65331 -7.46095 -5.40982
H -6.59450 5.28043 1.66501
H 4.76831 -2.68296 -3.38334
H -4.34354 0.31674 7.01978
H 7.80433 -5.91289 -6.19016
O -5.61362 1.59058 4.16087
H -4.92791 5.10568 2.19634
H 0.73598 6.70856 4.59854
C 0.81594 3.21091 1.33441
C -4.76281 0.76242 4.94993
H 4.49933 -1.29162 -4.44584
C 4.74930 -2.35057 -4.42724
O 4.11020 -6.95303 -4.60395
H 1.50410 -9.07754 -4.69867
N 1.43101 -0.70566 -1.14405
H 5.75611 -2.48115 -4.82294
H 6.08632 -5.65819 -6.47775
H 3.69526 -2.76911 -6.24979
H -0.87483 2.85963 2.75571
H -8.13154 4.12506 4.01546
C 6.60443 -6.09623 -4.42415
H -2.11200 0.36052 0.66910
C 1.04765 4.66917 1.82165
H 7.03257 -4.39708 -5.68604
C 3.29057 -8.01911 -4.10646
O -6.45441 3.61599 5.16562
H 0.71577 0.75153 1.88729
P 4.40484 0.59066 -0.56366
*
```

Results
E: -74464.3795 eV
E_HOMO: -11.798 eV
Strongest force on any atom: 7.8 eV Å⁻¹

Results of the Mulliken charge analysis, in e, for atoms 1 through 8: 0.2484 0.1575 -0.0185 0.3811 0.1911 0.2553 -1.1520 0.2021

=====

No. 3
Entry from the Open Molecules 2025 dataset: a 2-piece molecular cluster, C4H7ClOS overall at a distorted geometry (wB97M-V/def2-TZVPD).

The geometry in ORCA input format:
```
! wB97M-V def2-TZVPD RIJCOSX def2/J DEFGRID3
* xyz 0 1
H -0.27854 -2.40161 -1.52400
Cl -1.56961 0.54944 -1.86443
H -2.59391 0.20357 0.86840
C 1.74015 0.78153 0.36645
C -1.56553 0.27021 0.82860
H -1.24161 1.23419 0.79879
H 2.32793 1.61130 -0.01872
H 0.85216 1.15325 0.88566
H 2.45491 0.37464 1.04245
C -1.05332 -0.31017 -0.50757
H -1.23800 -0.32202 1.82774
S -1.25352 -2.11991 -0.66110
O 2.01278 -0.91073 -1.34862
C 1.40610 -0.11370 -0.69367
*
```

Results
E: -29663.2247 eV
ΔE to the lowest compared entry with this formula, charge and spin: 76.9 kcal per mole
E_HOMO (spin up / spin down): -7.760 / -7.711 eV
Strongest force on any atom: 4.9 eV Å⁻¹

Results of the Mulliken charge analysis, in e, for atoms 1 through 8: 0.1208 -0.1605 0.4621 -0.7154 -1.4447 0.4433 0.3177 0.1138

=====

No. 4
Entry from the Open Molecules 2025 dataset: an isolated ion of composition C3F3O3 and charge -1 at a distorted geometry (wB97M-V/def2-TZVPD).

The geometry in ORCA input format:
```
! wB97M-V def2-TZVPD RIJCOSX def2/J DEFGRID3
* xyz -1 1
C -1.60139 0.12140 0.02538
O 0.37733 -1.82628 0.39852
F -2.53759 1.21100 0.06121
O -0.68345 0.29180 0.90099
F 1.47432 1.63119 -0.04663
O -1.74707 -0.69313 -0.82198
F 2.82374 -0.05658 -0.41874
C 0.55654 -0.61711 0.49798
C 1.45963 0.30584 -0.23916
*
```

Results
Structure (SMILES): O=C(F)OC([O-])=C(F)F
E: -17406.0930 eV
ΔE to the lowest compared entry with this formula, charge and spin: 1.6 kcal per mole
E_HOMO: -3.331 eV
Strongest force on any atom: 3.1 eV Å⁻¹

Results of the Mulliken charge analysis, in e, for atoms 1 through 8: 0.6569 -0.6220 -0.3032 -0.3400 -0.2418 -0.4601 -0.2839 0.5193

=====

No. 5
Entry from the Open Molecules 2025 dataset: a 2-piece molecular cluster, C20H31ClN4O3 overall at a distorted geometry (wB97M-V/def2-TZVPD).

The geometry in ORCA input format:
```
! wB97M-V def2-TZVPD RIJCOSX def2/J DEFGRID3
* xyz 0 1
H 0.39828 5.06169 2.65897
N 0.45063 3.45303 1.24252
C -1.50477 -3.00844 -0.37088
H 1.18883 4.24196 -1.33157
C 0.12233 4.10550 -1.12418
O -2.07098 6.94842 -0.69360
H 1.16622 6.03925 0.55741
C -2.65386 -3.65819 0.41497
C 1.10369 2.57698 2.11843
H -1.82837 -2.85693 -1.39984
H -2.35958 -3.82368 1.45142
N -0.43816 5.37078 -0.62550
H -1.15707 4.62706 1.95196
H -0.34752 3.77758 -2.05494
N 0.95254 -3.17193 -0.90208
H -2.38107 4.77964 -2.76025
H 1.17614 -8.19359 -0.43075
Cl 3.25668 -0.24834 4.98283
H -0.51712 -1.07386 -0.30344
H -0.05979 0.84351 1.57430
H 0.70491 -4.60031 -3.40305
N 0.50250 -6.20286 -0.56550
H 3.60258 2.54754 4.44841
H 0.49363 2.10806 -0.40897
H -2.55584 6.51965 -3.07255
C 0.74626 1.22347 2.19060
H 1.22609 -5.91615 0.07435
H 0.87803 -3.05445 -4.25375
H 1.11906 -0.68883 3.12601
C 2.13785 3.04338 2.94001
H -0.00542 -4.04201 0.71186
C -0.05165 2.99639 -0.07301
H 0.92117 -7.59004 -2.08460
C 1.40508 0.35634 3.07008
H -0.37669 6.74902 1.01469
H -2.93368 -4.61020 -0.03595
C -1.47883 6.04373 -1.26431
H -2.19004 -1.04983 0.25043
C -1.87563 5.74679 -2.70320
C -0.39856 -5.28583 -0.93927
C 1.31893 -2.96344 -2.16999
C -1.26492 -1.62756 0.26373
C 0.09849 5.82588 0.66790
H -0.47317 -7.99681 -1.06937
H -0.98905 5.73139 -3.34208
O 2.31673 -2.29779 -2.39391
C -0.22225 -3.87984 -0.34360
C 0.53549 -7.57747 -1.06360
C 0.53271 -3.52780 -3.33617
O -1.27774 -5.52994 -1.75960
C 2.43371 0.83169 3.88714
H -0.92976 -1.73940 1.29506
H -3.52994 -3.00913 0.39139
H 2.44426 4.08187 2.88345
H -0.52917 -3.33115 -3.21337
H 1.56939 -2.72669 -0.24006
H -1.11058 2.73129 0.01245
C 2.79909 2.17824 3.81900
C -0.09009 4.74236 1.73356
*
```

Results
Structure (SMILES): CC(=O)N1CCN(c2ccc(Cl)cc2)CC1.CNC(=O)[C@@H](NC(C)=O)C(C)C
E: -45869.5975 eV
ΔE to the lowest compared entry with this formula, charge and spin: 2.3 kcal per mole
E_HOMO: -7.954 eV
Strongest force on any atom: 2.1 eV Å⁻¹

Results of the Mulliken charge analysis, in e, for atoms 1 through 8: 0.4575 0.2975 0.9647 0.2367 -1.1098 -0.6377 0.2688 -1.7363

=====

What is the E in the fifth record? -45869.5975 eV